DFT (ωB97M-V/def2-TZVPD) results for a molecular structure, C33H46BN7NiO5S at a distorted geometry.

Its expectation value of S² is 2.005. As for the energy above the lowest of the compared OMol25 structures with the same formula, charge and spin: 0.354 eV. As for the largest force on an atom: 0.0343 Eh/bohr. The LUMO energy (alpha / beta) comes out at 4.01 / 4.01 eV. The value obtained for the HOMO energy (alpha / beta) is -1.39 / -1.36 eV.

```
! RIJCOSX wB97M-V def2-TZVPD def2/J DEFGRID3
* xyz -2 3
C 3.3377 2.0510 2.9600
H 2.0811 -0.0447 4.2110
H -0.5093 4.1398 -0.2561
C 0.4750 -3.6894 -0.6155
C -3.6100 -0.6884 -1.0825
H 3.6417 -1.8506 -3.1131
H 1.8848 -1.6427 -3.2141
C 3.2516 -4.1206 1.8659
C 2.7959 -1.2724 -2.7441
H -2.4073 -3.3827 -1.2273
H -3.5855 2.6280 0.5393
H -4.5867 3.0759 1.9143
S 4.4982 3.1204 -0.8693
C -0.4637 2.2025 3.2654
C 2.5966 -4.4559 3.1619
H 3.4927 1.0920 2.4714
N -0.1227 -1.3037 -0.2049
H -0.0652 4.3724 -2.8253
H -2.9567 2.2902 3.4955
C -0.7225 3.6342 -2.3494
C -1.3400 1.8882 2.2501
O 3.0779 -2.0701 0.5166
H 4.1567 2.2331 3.6567
C 0.8095 1.8742 2.7935
C 0.1408 2.4169 -2.1805
B -1.0198 1.0338 -0.2287
C 1.6831 -3.3389 3.5389
H 0.5801 -3.6180 -2.7805
H -0.5420 -4.8369 -2.1546
C -3.6957 -0.3533 -2.5753
C -2.2474 -1.2315 -0.7705
C -2.8275 1.9430 2.4596
H -2.9146 0.3653 -2.8141
H 1.1974 -5.1116 -2.0715
H 0.9389 -5.4674 0.5282
H -3.2160 0.1069 1.4092
C 0.1518 -4.7194 0.4676
H 0.0729 -4.2381 1.4380
H 3.3479 2.8243 2.1963
H 1.8685 2.9953 4.2163
C 1.2152 2.1449 -3.0108
H -3.0308 -0.0967 3.1396
C 0.4216 -4.3528 -1.9937
H -1.4653 5.2978 -1.1928
N 0.7030 1.4039 1.5555
C -4.7079 -1.6679 -0.6566
C -1.2435 4.2410 -1.0490
C 1.7872 0.9722 -2.5131
H -2.1536 3.7414 -0.7405
H -0.7117 2.6019 4.2324
H -4.6892 -2.5769 -1.2528
H 2.7270 -1.4140 -1.6665
H -5.6916 -1.2091 -0.7653
O 2.7722 -5.4845 3.8176
H -3.7630 0.2422 -0.5307
O 1.2698 -1.2111 2.3868
C -1.8749 3.3548 -3.3225
H 2.2489 0.1803 -5.0870
O 0.9419 -3.3123 4.5259
H 1.4821 -3.3016 -0.4646
H -2.5790 2.6541 -2.8801
H 1.5411 2.7359 -3.8457
Ni 1.7131 -0.2675 0.4779
C 1.8409 -2.3211 2.5030
C 1.9683 0.9068 4.7234
C 3.1518 0.4583 -4.5430
H -4.5260 0.6082 2.4966
H 1.0119 0.8920 5.2437
H -4.5717 -1.9479 0.3853
H -0.7928 -5.2206 0.2482
H 3.8613 0.5747 -2.5277
H 2.7665 1.0190 5.4567
N -0.6003 1.4267 1.2110
C 2.9654 0.2137 -3.0440
N -1.1866 -0.5037 -0.3470
H -3.5366 -1.2430 -3.1837
H 3.9834 -0.1392 -4.9156
O 3.9999 -4.8675 1.2270
H -3.0612 3.9179 1.6347
N 0.0779 1.4323 -1.2566
C 2.7963 -2.7760 1.5172
C -3.5595 2.9525 1.5742
C 2.0055 2.0356 3.6866
H -2.0412 1.5570 -0.5279
C -0.4711 -2.5328 -0.5556
C -1.8249 -2.5390 -0.9107
H -2.4050 4.2775 -3.5590
H -1.4978 2.9262 -4.2499
N 3.3408 0.8323 0.1805
H 3.3727 1.5041 -4.7439
N 1.0956 0.5818 -1.4510
H -4.6678 0.0796 -2.8200
C 3.7878 1.8182 -0.2645
C -3.4446 0.5494 2.3695
*
```

How is the electron density shared among the atoms? According to natural (NBO), the charges in e are: number 1, C, carries -0.6064; number 2, H, carries 0.2504; number 3, H, carries 0.2310; number 4, C, carries -0.2914; number 5, C, carries -0.2443; number 6, H, carries 0.1976; number 7, H, carries 0.1881; number 8, C, carries 0.3856; number 9, C, carries -0.6007; number 10, H, carries 0.2101; number 11, H, carries 0.2068; number 12, H, carries 0.1903; number 13, S, carries -0.3367; number 14, C, carries -0.3518; number 15, C, carries 0.3336; number 16, H, carries 0.2377; number 17, N, carries -0.3531; number 18, H, carries 0.2049; number 19, H, carries 0.1986; number 20, C, carries -0.2284; number 21, C, carries 0.1794; number 22, O, carries -0.7609; number 23, H, carries 0.1887; number 24, C, carries 0.1953; number 25, C, carries 0.1811; number 26, B, carries 0.5817; number 27, C, carries 0.3332; number 28, H, carries 0.2067; number 29, H, carries 0.1822; number 30, C, carries -0.5943; number 31, C, carries 0.1720; number 32, C, carries -0.2215; number 33, H, carries 0.2190; number 34, H, carries 0.2079; number 35, H, carries 0.2185; number 36, H, carries 0.2136; number 37, C, carries -0.6010; number 38, H, carries 0.2287; number 39, H, carries 0.2175; number 40, H, carries 0.1842; number 41, C, carries -0.3503; number 42, H, carries 0.2262; number 43, C, carries -0.5895; number 44, H, carries 0.1935; number 45, N, carries -0.3494; number 46, C, carries -0.5976; number 47, C, carries -0.6047; number 48, C, carries 0.1938; number 49, H, carries 0.2067; number 50, H, carries 0.2062; number 51, H, carries 0.1981; number 52, H, carries 0.2522; number 53, H, carries 0.1933; number 54, O, carries -0.5991; number 55, H, carries 0.2180; number 56, O, carries -0.7628; number 57, C, carries -0.5954; number 58, H, carries 0.1933; number 59, O, carries -0.6241; number 60, H, carries 0.2561; number 61, H, carries 0.2036; number 62, H, carries 0.2111; number 63, Ni, carries 1.4998; number 64, C, carries 0.2708; number 65, C, carries -0.6000; number 66, C, carries -0.5933; number 67, H, carries 0.1869; number 68, H, carries 0.1985; number 69, H, carries 0.2191; number 70, H, carries 0.1800; number 71, H, carries 0.2370; number 72, H, carries 0.1846; number 73, N, carries -0.3507; number 74, C, carries -0.2529; number 75, N, carries -0.3449; number 76, H, carries 0.2032; number 77, H, carries 0.1986; number 78, O, carries -0.6447; number 79, H, carries 0.2092; number 80, N, carries -0.3397; number 81, C, carries 0.2538; number 82, C, carries -0.6010; number 83, C, carries -0.2249; number 84, H, carries -0.0701; number 85, C, carries 0.2624; number 86, C, carries -0.3907; number 87, H, carries 0.1888; number 88, H, carries 0.2091; number 89, N, carries -0.6962; number 90, H, carries 0.2018; number 91, N, carries -0.3590; number 92, H, carries 0.1884; number 93, C, carries 0.1452; number 94, C, carries -0.6023



DFT (ωB97M-V/def2-TZVPD) results for a molecular structure, C33H46ClNOP4PdSe at a distorted geometry.

Its expectation value of S² is 6.062. As for the largest force on an atom: 0.1181 Eh/bohr. The LUMO energy (alpha / beta) comes out at -4.61 / -7.82 eV. The value obtained for the HOMO energy (alpha / beta) is -10.28 / -12.53 eV.

```
! RIJCOSX wB97M-V def2-TZVPD def2/J DEFGRID3
* xyz 2 5
H 3.4721 3.8866 -1.9935
H 3.9567 1.4369 0.9523
C -2.8134 -0.3113 -3.2534
H 4.5209 1.1018 -2.3256
C -1.7153 4.3627 2.3603
O 1.7437 -0.8591 -1.7486
C 2.8993 3.6897 -2.9032
C -1.0229 -2.4445 -2.8293
Pd 0.5214 1.8906 1.6095
C -2.9466 -2.8144 0.8069
H 2.1185 3.1824 -0.1411
H 1.3979 1.3355 4.8981
H -1.6409 3.8813 3.3432
H -0.6982 -2.4211 -4.9287
C -1.1924 4.0195 -0.4487
H 2.0249 4.3460 -2.9307
C 1.6161 4.7049 3.0342
H -1.6697 -5.2201 -0.3080
C -2.9404 -2.7802 2.2206
C -4.0616 -3.2520 2.8932
C 0.7504 0.2248 -1.4384
H -2.7210 4.7587 2.1875
H -3.2352 -0.3930 -1.1263
C -5.2049 -3.6573 0.7530
Se 1.8568 5.5831 4.5635
C 1.6804 -5.7435 0.2420
C -0.1703 -3.7068 0.0479
C 1.2111 1.6755 -4.2732
H -2.0552 -2.3984 2.7592
C 0.3418 -6.0617 -0.0399
C 1.1681 -3.3819 0.3447
P -1.3710 3.1041 1.1055
C 2.0923 -4.4164 0.4445
C 2.3804 1.5812 4.4743
C -0.1652 0.2438 1.2365
H -2.8956 1.5975 -0.0333
H -6.0575 -3.9864 0.1808
H -0.7507 -0.2020 2.0979
C -0.5986 -5.0483 -0.1129
H 0.3599 2.3590 -4.1692
C 0.0800 -0.0720 -0.0558
H -3.0453 1.5029 1.7517
H 3.4098 -0.1557 -2.9300
P -1.6132 -2.8115 -0.2735
H -0.0003 -7.0712 -0.2009
H -3.7519 2.9003 0.8638
H 1.7005 1.8486 -5.2367
H 3.5231 3.8884 -3.7786
H 3.1365 -4.2090 0.6752
H -0.0483 0.2426 -2.2584
H -0.9615 5.1512 2.2869
C -1.2270 -1.9555 -4.1143
H -2.0728 4.6560 -0.6033
C 1.5503 2.2456 -0.2581
C -1.7811 -1.9021 -1.7618
H -3.4903 0.5142 -3.4378
C 3.8739 1.7767 1.9906
H 3.3273 -0.9484 3.4979
Cl -0.9078 1.4923 3.8032
H 3.8165 2.8700 2.0073
H 3.1830 1.0209 4.9670
H 0.8453 0.6430 -4.2325
P 2.4080 1.9924 -2.9840
C -2.9226 2.1791 0.8974
H -0.2884 4.6334 -0.3781
H -4.0825 -3.2858 3.9811
C -2.1100 -0.8881 -4.3219
H 4.7338 1.4273 2.5738
H 1.4628 -2.3316 0.5311
H 2.5375 2.6629 4.5693
C -2.6575 -0.8176 -1.9700
C 2.5981 -0.6877 2.7180
H 1.6408 -1.1842 2.9197
H -2.2511 -0.5185 -5.3313
H -4.0503 -3.1228 -1.0315
C -5.1754 -3.6965 2.1613
C -4.0958 -3.1826 0.0680
H -0.3475 -3.2870 -2.6299
H 2.3920 -6.5616 0.3026
H -6.0519 -4.0824 2.6761
H 4.2295 0.9600 -4.0894
N 1.4735 4.1369 2.0204
P 2.3597 1.1140 2.7251
C 1.5281 1.5752 -1.4184
H -1.0837 3.3219 -1.2877
H 2.9700 -1.0130 1.7370
C 3.7809 0.8620 -3.0966
H 1.2696 -1.7003 -1.5953
*
```

How is the electron density shared among the atoms? According to Mulliken, the charges in e are: number 1, H, carries 0.3774; number 2, H, carries 0.1693; number 3, C, carries -0.8167; number 4, H, carries 0.4369; number 5, C, carries -1.3009; number 6, O, carries -0.6993; number 7, C, carries -1.2473; number 8, C, carries -0.7693; number 9, Pd, carries -0.6642; number 10, C, carries 1.1598; number 11, H, carries 0.6360; number 12, H, carries 0.3058; number 13, H, carries 0.3128; number 14, H, carries 0.5098; number 15, C, carries -1.3488; number 16, H, carries 0.4032; number 17, C, carries 0.1132; number 18, H, carries 0.4801; number 19, C, carries -0.6477; number 20, C, carries -0.6579; number 21, C, carries 1.3475; number 22, H, carries 0.4868; number 23, H, carries 0.5462; number 24, C, carries -0.7825; number 25, Se, carries 0.1820; number 26, C, carries -0.6124; number 27, C, carries 0.7231; number 28, C, carries -1.1840; number 29, H, carries 0.3534; number 30, C, carries -0.7562; number 31, C, carries 0.9160; number 32, P, carries 1.0089; number 33, C, carries -0.7371; number 34, C, carries -1.1751; number 35, C, carries -0.5339; number 36, H, carries -0.0650; number 37, H, carries 0.4532; number 38, H, carries 0.2568; number 39, C, carries -0.7303; number 40, H, carries 0.3963; number 41, C, carries -0.1971; number 42, H, carries 0.3402; number 43, H, carries 0.2857; number 44, P, carries -0.0559; number 45, H, carries 0.4448; number 46, H, carries 0.5643; number 47, H, carries 0.5110; number 48, H, carries 0.4326; number 49, H, carries 0.4642; number 50, H, carries -0.6934; number 51, H, carries 0.3286; number 52, C, carries -0.8842; number 53, H, carries 0.5127; number 54, C, carries -1.8107; number 55, C, carries 0.7526; number 56, H, carries 0.4922; number 57, C, carries -1.3235; number 58, H, carries 0.6033; number 59, Cl, carries -0.4477; number 60, H, carries 0.3443; number 61, H, carries 0.4833; number 62, H, carries 0.2178; number 63, P, carries 1.4150; number 64, C, carries -0.9837; number 65, H, carries 0.3504; number 66, H, carries 0.4477; number 67, C, carries -0.6239; number 68, H, carries 0.4722; number 69, H, carries -0.1409; number 70, H, carries 0.1633; number 71, C, carries 0.1163; number 72, C, carries -1.3074; number 73, H, carries 0.2694; number 74, H, carries 0.4768; number 75, H, carries 0.3917; number 76, C, carries -0.4583; number 77, C, carries -0.2961; number 78, H, carries 0.4520; number 79, H, carries 0.4060; number 80, H, carries 0.4153; number 81, H, carries 0.4761; number 82, N, carries -0.3975; number 83, P, carries 1.1230; number 84, C, carries 1.7995; number 85, H, carries 0.1290; number 86, H, carries 0.2341; number 87, C, carries -1.2725; number 88, H, carries 0.1317